{"formula": "C5H13N2O", "method": "wB97M-V/def2-TZVPD", "lumo_energy_ha": [0.0326, -0.0240], "orbital_gap_ev": [9.493, 8.020], "de_lowest_kj_mol": 377.50, "energy_ev": -10418.3728, "multiplicity": 2, "elements": ["O", "N", "N", "C", "C", "C", "C", "C", "H", "H", "H", "H", "H", "H", "H", "H", "H", "H", "H", "H", "H"], "coordinates": [[-1.0744, -0.4919, -2.5670], [1.5326, 1.5613, -0.1676], [-1.1166, 1.3213, 0.4575], [1.9614, 0.0967, -0.4254], [1.4308, -0.8133, 0.6413], [-0.0518, -1.1938, 0.4575], [-0.9743, -0.2305, 1.1302], [-2.2864, 0.4029, 0.5924], [3.0605, 0.0752, -0.4958], [-1.0373, 1.7153, -0.5354], [0.6087, 1.5708, 0.5093], [-1.0022, -0.1325, 2.2052], [-2.8861, -0.0329, -0.1576], [-2.9140, 0.6921, 1.4236], [1.5947, -0.3236, 1.5791], [2.2712, 2.0943, 0.2183], [-1.6127, -1.1909, -3.0242], [2.0075, -1.7280, 0.8090], [1.6184, -0.3102, -1.3789], [-0.7600, -0.8313, -1.7404], [-0.3698, -2.2509, 0.4690]]}